{"formula": "C10H29CeN5", "method": "wB97M-V/def2-TZVPD", "elements": ["Ce", "N", "C", "C", "N", "C", "C", "N", "H", "H", "H", "H", "H", "H", "H", "H", "H", "H", "H", "H", "H", "C", "N", "C", "C", "C", "N", "C", "C", "H", "H", "H", "H", "H", "H", "H", "H", "H", "H", "H", "H", "H", "H", "H", "H"], "xyz": [[-0.074939, 0.157909, -0.075971], [-0.040351, 0.661685, 2.387302], [-1.309275, 0.333317, 3.180737], [-1.752718, -1.015374, 2.676438], [-2.004990, -0.873011, 1.211735], [-3.258477, -0.046316, 1.003997], [-2.958327, 1.311227, 0.416680], [-2.305772, 1.005444, -0.904424], [0.723795, 0.192608, 2.896679], [0.185616, 1.649903, 2.565604], [-2.026606, 1.120299, 3.047501], [-1.072186, 0.279206, 4.241089], [-2.663156, -1.367287, 3.174119], [-0.987554, -1.761476, 2.840594], [-2.234246, -1.812123, 0.846299], [-3.842985, 0.029710, 1.911966], [-3.919680, -0.582858, 0.327508], [-2.252626, 1.950695, 0.986714], [-3.894628, 1.844061, 0.281420], [-2.299520, 1.855778, -1.474215], [-2.908876, 0.356602, -1.425774], [1.607324, -2.220494, 0.590064], [1.415740, -1.469545, -0.693072], [0.531255, -2.191958, -1.620492], [2.685049, -1.028192, -1.333818], [2.411773, 0.104697, -2.266868], [1.524057, 1.104696, -1.580783], [0.989706, 2.082665, -2.528826], [2.250690, 1.848654, -0.514903], [2.300096, -3.034968, 0.412165], [0.682128, -2.683310, 0.917729], [2.023129, -1.574006, 1.356371], [0.864854, -3.240599, -1.806959], [0.455779, -1.674826, -2.601169], [-0.491899, -2.357519, -1.216151], [3.223724, -1.837268, -1.867400], [3.339021, -0.660553, -0.520283], [1.920289, -0.217942, -3.163524], [3.363701, 0.496017, -2.575529], [1.744597, 2.451629, -3.217460], [0.586228, 2.975710, -2.020513], [0.178673, 1.682146, -3.156117], [2.784932, 2.703788, -0.953185], [2.952901, 1.199897, 0.042266], [1.553757, 2.251284, 0.202459]], "forces_ev_per_angstrom": [[-1.026, 0.359, 0.376], [0.267, 0.471, 0.416], [0.914, -0.664, 0.044], [-0.286, 0.287, 0.098], [-0.588, -0.443, -0.517], [-0.088, 0.009, 0.035], [0.418, -0.558, -0.452], [0.304, 0.174, -0.154], [-0.121, 0.008, -0.233], [-0.088, -0.051, 0.032], [-0.343, 0.323, -0.123], [0.051, 0.092, 0.091], [0.113, 0.045, -0.014], [0.271, -0.265, 0.072], [0.148, 0.316, 0.245], [0.125, 0.035, 0.434], [-0.006, -0.083, -0.237], [-0.447, -0.222, 0.011], [-0.032, 0.362, -0.024], [0.075, 0.002, -0.125], [0.120, 0.143, 0.014], [0.037, 0.158, -0.583], [-0.138, -0.646, 0.060], [-0.387, -0.638, -0.883], [0.949, 0.025, 0.601], [-0.476, -0.303, 0.234], [1.124, 0.043, 0.305], [-1.580, 0.868, -0.626], [0.856, -0.876, -0.215], [0.299, -0.258, 0.094], [-0.379, -0.032, 0.054], [0.236, 0.183, 0.176], [0.016, 0.626, 0.070], [0.080, -0.308, 0.534], [0.149, 0.290, 0.171], [-0.399, 0.129, 0.422], [-0.153, -0.541, -0.323], [-0.394, -0.081, -0.552], [0.440, 0.764, -0.147], [0.390, -0.053, -0.042], [0.193, -0.331, 0.051], [0.266, -0.236, 0.129], [-0.016, -0.142, 0.263], [-0.184, 0.387, -0.360], [-0.710, 0.632, 0.580]], "orbital_gap_ev": [7.73, 7.72], "e_above_lowest_kj_mol": 0.0, "charge": 4}